1.
Molecular formula: C33H25NO2PS2Ta
Method: DFT, ωB97M-V/def2-TZVPD

Its charge is +2. The LUMO energy comes out at -0.2468 Ha. The total energy is -72711.838 eV.

```
65
Properties=species:S:1:pos:R:3:forces:R:3
C -2.053719 -1.864633 0.196041 0.093 -0.167 0.226
C 3.528125 3.851451 -0.938074 0.094 0.116 -0.072
S -2.694549 2.330524 1.527167 0.116 0.045 0.081
H -4.778437 -3.857881 2.065724 0.010 -0.014 -0.015
H -1.715543 -1.541204 -3.594251 0.004 0.008 0.001
C 2.445020 -3.600212 -2.448711 0.013 0.010 -0.008
H 1.238366 -1.973622 6.220507 0.004 0.001 -0.006
H 1.602120 -0.340071 -2.109249 -0.017 0.001 -0.029
C 2.178691 5.599659 -1.897074 -0.101 -0.055 0.020
O 1.357501 1.263877 0.490890 -0.101 -0.238 0.182
H -2.464408 -3.814695 2.941308 -0.004 0.016 0.003
C -2.714689 -3.270129 2.040364 -0.030 0.012 -0.011
Ta -0.740849 1.575803 0.268255 0.180 -0.744 -0.335
P -0.766241 -0.923824 -0.630928 -0.353 0.052 -0.249
H 1.361571 -5.257378 -1.625702 -0.005 0.006 -0.010
C 2.362680 3.144863 -0.596815 0.058 -0.330 0.188
C 3.432392 5.066794 -1.580446 0.013 -0.088 0.039
C -0.323319 -0.699130 5.533407 -0.035 0.002 -0.046
H 4.502091 3.448830 -0.696762 -0.007 0.012 0.007
H -0.804111 -0.616350 6.498557 0.003 0.003 -0.005
C -2.601930 0.360970 -4.069081 -0.024 0.106 -0.009
H -5.341047 -2.643819 -0.007991 0.004 0.012 0.008
C 1.448252 -1.560332 4.120889 -0.013 0.004 0.029
C 0.439369 -3.387316 -1.136442 0.030 -0.018 -0.043
C 1.008013 4.922495 -1.584792 0.307 0.200 -0.103
C -4.013448 -3.299497 1.542615 0.012 -0.001 0.037
C -4.332045 -2.614053 0.380704 0.015 0.034 -0.022
C -1.927368 -0.532652 -3.261024 0.045 0.010 0.071
C -1.537473 -0.091412 -1.996635 -0.131 -0.026 -0.342
C -1.738476 -2.550149 1.374584 -0.018 -0.023 -0.043
C 0.505437 -2.004352 -1.280905 0.268 -0.051 0.289
C -1.905828 1.249886 2.671697 0.063 0.083 -0.247
C 1.413570 -4.181850 -1.727881 -0.021 0.013 0.024
C 0.946993 -0.912314 3.009309 0.022 -0.001 0.018
H 2.346450 -2.156269 4.030773 -0.012 -0.009 0.002
H -2.923134 0.057530 -5.056967 -0.013 0.007 0.012
C -3.357126 -1.891146 -0.294536 -0.029 -0.019 0.007
H 4.290603 1.071880 -0.416161 0.003 0.011 0.006
C 2.395836 1.885595 0.121060 0.255 0.191 -0.042
S -2.206741 1.022042 4.320248 -0.158 -0.006 0.131
H 4.330073 5.609702 -1.839489 -0.013 0.014 -0.001
C 2.517180 -2.217171 -2.583790 0.003 -0.024 0.012
H -2.682820 3.116896 -2.073362 0.023 0.003 0.006
H 3.322398 -1.768948 -3.150392 -0.008 -0.002 -0.006
O 0.032418 2.992492 -0.619848 -0.157 1.614 -0.239
C -2.881890 1.663407 -3.625362 -0.013 -0.056 -0.068
H 3.196629 -4.225014 -2.912473 0.000 0.004 0.008
H -0.728773 -2.532112 1.767184 0.002 -0.041 -0.026
C 1.553561 -1.418561 -1.995592 0.003 0.010 0.026
C -0.203692 -0.147916 3.171404 -0.094 0.081 -0.134
H -0.371139 -3.846654 -0.585965 0.001 0.006 0.000
H 2.115832 6.557743 -2.395987 0.019 -0.005 -0.007
N -0.874150 0.585561 2.189068 0.382 0.040 0.230
C 0.819273 -1.455941 5.368788 0.025 -0.032 -0.026
C 3.700419 1.261370 0.482279 -0.024 -0.026 0.015
H -3.618811 -1.355986 -1.198090 0.004 -0.007 0.001
H 4.276853 1.936612 1.117365 0.004 -0.001 -0.011
C -2.469145 2.101057 -2.383313 0.063 -0.073 0.034
C -1.769993 1.207609 -1.553816 -0.306 -0.088 0.070
H -3.420682 2.338985 -4.277395 0.002 -0.021 -0.004
H 0.031136 5.315190 -1.827356 0.002 0.004 0.005
C 1.133195 3.711321 -0.943235 -0.519 -0.527 0.240
C -0.825791 -0.041085 4.413761 0.063 -0.019 0.127
H 1.429033 -0.985038 2.042373 -0.011 -0.007 0.006
H 3.526290 0.328585 1.009584 0.013 -0.008 -0.002
```
Positions in Å, forces in eV/Å.

Results of the Löwdin charge analysis, in e, for atoms 1 through 8:
1 C -0.36
2 C 0.02
3 S 0.66
4 H 0.12
5 H 0.13
6 C -0.05
7 H 0.12
8 H 0.10

2.
Molecular formula: C18H21F4N2Pt
Method: DFT, ωB97M-V/def2-TZVPD

Its charge is +3. The LUMO energy (spin up / spin down) comes out at -0.3718 / -0.5050 Ha. As for the spin multiplicity: 5. The total energy is -36069.675 eV.

```
46
Properties=species:S:1:pos:R:3:forces:R:3
C 0.983428 -0.895926 -2.560874 0.001 0.058 0.112
F -2.189612 3.325320 -3.622672 -0.003 -0.011 0.012
H 2.468371 -1.063427 3.074656 -0.011 0.005 -0.002
F -2.711145 3.109900 1.682919 0.021 -0.019 -0.025
Pt 0.554762 -0.412298 -0.366960 0.112 -0.051 -0.068
C 0.259671 -3.561329 -2.011081 -0.012 0.020 -0.011
C 2.333269 -0.992897 1.991586 0.041 -0.018 0.047
H 2.155765 -3.721391 -1.012398 0.001 0.000 0.000
C 1.468035 -3.068905 -1.536712 0.000 -0.007 -0.003
H 4.372365 -0.706710 1.450424 0.002 -0.001 -0.019
C 3.434975 -0.157004 1.370714 -0.015 -0.010 -0.005
F -0.700682 1.674022 -2.324046 -0.008 0.023 0.035
H 0.002485 -4.601342 -1.856691 -0.003 0.000 -0.002
H 2.349760 -2.008735 1.595769 0.002 -0.008 0.016
C -0.538554 1.516646 1.876479 0.038 -0.001 -0.007
C -1.534672 2.261039 -0.201670 -0.006 0.002 0.038
H -1.326400 -3.030374 1.523187 0.003 0.003 -0.001
C -3.235940 4.163979 -1.721676 -0.029 0.039 -0.019
H -3.850662 4.866046 -2.275214 0.000 0.001 0.003
H 1.599048 1.492289 1.970727 0.002 0.003 0.002
H -1.405177 1.057567 2.363834 -0.010 -0.008 -0.011
C -0.452203 -2.453533 1.214682 -0.061 -0.009 0.005
H 2.859944 -1.417878 -1.589254 -0.002 0.000 0.007
H 3.589599 0.795260 1.873929 -0.004 0.004 0.000
H 0.344077 -3.149567 0.967286 0.017 0.015 -0.005
H 0.805479 0.840083 3.402843 0.004 -0.011 -0.005
N 0.943658 -0.476761 1.748221 -0.050 -0.013 -0.115
C -2.488326 3.129707 0.411517 -0.045 0.079 -0.008
C 0.768106 0.876847 2.309908 -0.007 0.036 0.058
H 3.262375 0.032740 0.305488 0.007 0.019 -0.006
H -0.922508 -0.777521 -3.561753 0.001 -0.001 0.000
C -0.062836 -1.448294 2.281087 -0.009 -0.053 0.037
H -1.554527 -3.109223 -3.066848 0.000 -0.004 0.003
N -0.711018 1.401205 0.425041 -0.029 0.034 0.012
C -1.517957 2.388571 -1.615025 -0.034 0.026 -0.089
C -2.345243 3.322713 -2.345242 0.057 -0.032 0.039
C 1.837439 -1.725633 -1.776196 0.002 0.002 -0.033
C -0.612199 -2.723976 -2.698982 0.001 -0.006 0.004
H -0.941180 -0.900195 2.612076 -0.005 -0.001 -0.003
H -0.812343 -1.953845 0.269612 0.017 -0.012 0.041
H -0.520589 2.560765 2.192244 -0.002 0.004 -0.014
C -0.262925 -1.395053 -2.965950 -0.015 -0.033 -0.018
C -3.302442 4.061710 -0.347678 0.022 -0.072 0.021
H 0.351233 -1.951690 3.156179 0.003 0.022 0.007
F -4.104254 4.785093 0.342783 0.008 -0.009 -0.004
H 1.359558 0.041994 -2.956265 -0.003 -0.009 -0.025
```
Positions in Å, forces in eV/Å.

Results of the Löwdin charge analysis, in e, for atoms 1 through 8:
1 C -0.22
2 F 0.26
3 H 0.15
4 F 0.24
5 Pt 1.25
6 C -0.02
7 C -0.20
8 H 0.14

3.
Molecular formula: C34H53IrN5O11P2SSi
Method: DFT, ωB97M-V/def2-TZVPD

Its charge is +2. The LUMO energy (spin up / spin down) comes out at -0.2082 / -0.3034 Ha. As for the spin multiplicity: 2. The total energy is -106220.272 eV.

```
108
Properties=species:S:1:pos:R:3:forces:R:3
H 3.328686 2.319640 4.594375 0.023 -0.004 0.022
H 3.458152 -4.963044 -1.924623 0.000 -0.003 -0.002
O 1.677748 -3.036810 -1.704354 0.042 0.055 0.032
C -2.980584 0.579833 -0.974623 0.007 0.016 -0.024
C -0.946866 0.951698 4.243597 -0.017 -0.025 0.030
C -0.087116 4.448941 0.070932 0.000 0.011 -0.009
H 3.365558 -1.305231 -2.761420 0.009 0.025 0.022
H 3.514646 -2.066012 -4.350847 0.010 -0.006 0.007
O 2.148968 0.097837 3.843503 -0.049 0.066 0.086
H -1.814994 -2.218749 -4.155260 -0.002 0.003 0.002
C -1.091365 3.822488 0.815667 -0.027 -0.006 -0.025
C -0.928179 9.120903 1.136283 0.006 0.005 0.006
O -0.645995 -0.414586 2.286695 0.583 0.528 0.242
H 1.258572 -5.381536 1.494362 -0.009 -0.006 -0.007
H -1.744746 1.220754 4.932148 -0.001 -0.022 0.009
H -1.758543 -5.875046 -3.382428 0.001 -0.003 0.000
N -0.821729 6.631474 0.807435 0.002 0.002 0.012
O 1.176355 1.748407 2.074697 -0.158 0.280 0.421
H 0.454912 -4.071366 3.180457 -0.012 -0.002 0.009
H -0.928019 -3.013205 3.017422 -0.006 0.003 -0.005
H -2.242656 -4.043671 1.173198 -0.001 0.017 0.000
H -3.119303 -3.307835 -4.638050 -0.001 -0.003 0.000
N -0.436181 1.687009 -0.009400 0.442 0.185 0.440
C 0.735704 3.636486 -0.706192 -0.012 -0.004 -0.008
C -0.278374 10.288212 0.818639 -0.005 -0.002 0.005
C -5.265677 0.168121 -0.468371 0.014 0.010 -0.014
N -2.649911 -0.449260 3.190165 -0.039 0.082 -0.092
H 2.048181 -3.948276 0.831188 0.002 -0.011 0.016
S -0.358197 -0.677228 -1.941167 0.072 -0.005 -0.177
H 1.809321 6.289139 -0.975993 0.000 -0.002 0.009
P 2.286755 1.334066 2.970638 0.200 0.001 -0.324
P 2.907719 -0.584496 0.973752 0.019 -0.467 0.032
H 1.072929 -5.014040 -0.212698 0.011 0.016 -0.013
C -0.085232 -3.771291 1.152178 -0.044 -0.039 0.032
H -4.578135 1.344927 -2.145038 -0.007 0.002 0.002
H 3.148559 2.314951 0.251823 -0.004 0.005 0.009
H 4.298281 -3.426243 -1.667038 -0.007 0.011 -0.024
H -4.173131 -3.236399 -2.268730 -0.001 0.003 -0.002
H 4.406881 -4.226788 -3.222656 -0.008 -0.011 -0.005
O 2.770407 -1.604705 2.142869 -0.050 -0.051 -0.212
C -3.470394 -0.680610 0.892336 0.002 0.002 0.018
H -6.321954 0.272353 -0.676294 0.000 -0.002 -0.004
C -3.055160 -1.390116 2.151918 0.032 0.034 0.004
O 2.795222 2.571130 3.829949 0.006 -0.042 0.000
H -0.121173 0.473826 4.775727 0.018 0.019 -0.012
H 2.409793 -4.390174 -4.723815 -0.001 -0.007 -0.003
H -3.313252 -0.121376 3.875293 0.014 -0.071 0.050
C 3.734016 -4.017847 -2.391603 0.004 0.001 0.038
H -5.530657 -1.013941 1.303092 -0.004 0.005 0.000
C -0.384110 7.926339 0.648713 0.001 -0.004 -0.012
H -1.824437 9.111118 1.740699 -0.005 0.000 -0.004
C 3.636668 0.880295 1.788966 -0.115 0.093 -0.032
H -1.744606 4.419277 1.435628 0.005 0.003 0.004
H -2.231993 1.032511 -1.603642 0.001 0.003 0.016
C 0.035922 5.894757 0.150287 -0.005 -0.005 -0.001
C -2.179753 -3.852180 -2.779147 -0.002 0.032 -0.071
C -1.335017 -4.611199 0.967390 0.026 -0.032 -0.004
H 2.452388 -1.043679 2.983272 0.013 0.072 0.158
C 0.893354 10.291020 0.032301 0.004 -0.005 -0.004
O 3.988733 -1.111342 -0.038496 0.098 -0.024 0.097
C -2.516992 -5.331306 -2.820546 -0.001 -0.014 0.001
H -1.297671 -5.439688 1.676129 -0.001 -0.004 0.001
Si 0.125982 -2.754315 -1.450142 0.016 0.039 -0.118
H -2.578387 -5.751890 -1.816509 0.004 0.002 -0.004
C -1.222342 2.463845 0.763812 -0.056 -0.001 -0.058
H 2.345674 9.140185 -1.057185 -0.003 0.002 -0.007
C 0.780620 7.947902 -0.133499 -0.015 -0.004 -0.008
H 1.192699 1.620867 -1.276165 0.013 -0.008 0.023
H 1.535329 4.038827 -1.312096 -0.002 0.004 0.000
N -2.536039 -0.139103 0.078937 0.010 0.028 -0.033
O 1.613572 -0.463309 0.168967 0.133 0.516 0.236
N 1.027330 6.629784 -0.445654 0.005 0.005 -0.008
H 4.623181 -0.263190 3.058767 -0.011 0.090 0.073
C 4.013279 1.994331 0.829780 -0.017 -0.005 0.005
Ir -0.404642 -0.302983 0.235826 -0.857 -1.111 -0.596
H 3.804544 -1.992513 -0.395960 -0.049 0.007 -0.061
C -4.311384 0.756623 -1.278962 -0.013 -0.009 0.007
C -3.157434 -3.086667 -1.901534 -0.011 -0.029 0.048
C 2.501610 -3.285992 -2.894570 0.052 -0.015 -0.043
H -3.879328 -1.992859 2.525071 -0.021 0.036 0.007
H -0.666507 11.231897 1.176209 -0.001 0.000 0.001
C 1.153746 -4.566561 0.778507 0.013 0.024 -0.007
C 0.035068 -3.266707 2.577553 -0.050 0.040 -0.019
H -1.441562 -3.826034 -4.809568 0.003 -0.001 0.003
O -0.836423 -3.760232 -2.220271 0.028 -0.067 0.102
H -2.213792 -2.042434 1.946550 -0.020 -0.049 0.021
H 1.369147 11.236259 -0.191028 0.002 0.000 0.002
C -2.130857 -3.264273 -4.180229 0.000 -0.002 -0.001
O -0.192347 -2.578161 0.187432 -0.082 0.057 -0.005
H 1.959305 -1.416230 -3.838853 -0.004 -0.001 -0.003
H 4.806334 1.658756 0.161843 -0.003 0.000 -0.005
C 1.749210 -4.150602 -3.890846 -0.018 0.026 -0.009
H -1.393929 -5.028108 -0.036711 0.002 0.010 0.016
C -4.825389 -0.548259 0.628401 0.011 -0.019 0.008
H 4.379777 2.843182 1.406276 0.007 0.000 -0.002
H 0.697321 -2.414176 2.647480 0.064 -0.012 0.000
H 0.879107 -3.629823 -4.291702 0.003 0.001 0.001
C 0.548045 2.274474 -0.706821 -0.076 -0.015 -0.130
H -0.525454 1.832487 3.756579 0.006 0.002 0.001
O 4.818683 0.459105 2.446648 0.053 -0.098 -0.109
H -3.479426 -5.479020 -3.310407 -0.002 -0.001 0.001
H -3.111532 -3.439880 -0.870063 -0.006 0.007 -0.028
H 1.420321 -5.083139 -3.432135 0.000 0.001 0.002
C -1.402744 0.019085 3.187625 -0.184 -0.181 -0.071
C 1.445807 9.129885 -0.457418 0.009 0.006 0.012
H -1.979775 1.960373 1.346095 0.014 0.006 0.019
C 2.856785 -1.934020 -3.491936 -0.027 -0.019 -0.006
H -2.945461 -2.015658 -1.929421 0.008 0.030 0.005
```
Positions in Å, forces in eV/Å.

Results of the Löwdin charge analysis, in e, for atoms 1 through 8:
1 H 0.10
2 H 0.10
3 O -0.14
4 C -0.17
5 C 0.05
6 C -0.09
7 H 0.08
8 H 0.11

Going through the records in order, we get relative energy (zero: lowest compared OMol25 entry of this formula, charge and spin) values of 4.3; 0.0; 46.6 kcal/mol.